a) # CH3O4S

An isolated ion of composition CH3O4S and charge -1 (wB97M-V/def2-TZVPD, the Open Molecules 2025 dataset).

As for the LUMO energy: 3.977 eV. The value obtained for the HOMO-LUMO gap is 7.54 eV. The charge is -1.

Each line ends with the natural charge from an NBO analysis.
CARTESIAN COORDINATES (ANGSTROEM)
C: -0.67 0.39 -0.03  0.150
O: -0.24 1.75 0.13  -0.775
O: 0.09 -1.75 -1.65  -1.042
O: 1.65 -1.08 0.08  -1.055
O: -0.75 -0.22 1.19  -0.762
S: 0.76 -0.59 -1.08  1.392
H: -1.68 0.45 -0.37  0.136
H: 0.18 -0.76 1.06  0.490
H: 0.67 1.81 0.66  0.467


b) # CH3O4S

An isolated ion of composition CH3O4S and charge -1 (wB97M-V/def2-TZVPD, the Open Molecules 2025 dataset).

As for the LUMO energy: 4.109 eV. The value obtained for the HOMO-LUMO gap is 8.51 eV. The charge is -1.

Each line ends with the natural charge from an NBO analysis.
CARTESIAN COORDINATES (ANGSTROEM)
C: 1.01 0.02 0.23  0.220
O: -1.04 -0.23 -1.99  -1.011
O: -2.17 -0.16 0.18  -1.046
O: 0.62 -0.66 1.33  -0.762
O: 0.15 1.16 0.00  -0.797
S: -1.44 0.63 -0.86  1.653
H: 1.18 -0.60 -0.72  0.132
H: 2.07 0.40 0.57  0.106
H: -0.38 -0.56 1.25  0.504


Short version: b) is the most stable of them.


a) # C5H8N4

One molecule with the formula C5H8N4 (wB97M-V/def2-TZVPD, the Open Molecules 2025 dataset).

As for the LUMO energy: 0.306 eV. The value obtained for the HOMO-LUMO gap is 8.63 eV. As for the SMILES: [H]/N=C(\N)C1=CCNN=C1. The charge is 0.

Each line ends with the natural charge from an NBO analysis.
CARTESIAN COORDINATES (ANGSTROEM)
H: 3.28 -0.90 -0.38  0.320
N: 2.34 -1.19 -0.51  -0.690
C: 1.73 -0.09 -0.17  0.443
N: 2.35 1.09 0.19  -0.863
C: 0.20 0.05 -0.07  -0.202
C: -0.46 -1.06 0.11  -0.072
C: -1.94 -1.01 0.29  -0.287
N: -2.53 0.06 -0.42  -0.456
N: -1.93 1.38 -0.28  -0.208
C: -0.55 1.34 -0.22  -0.012
H: 1.96 1.82 0.84  0.404
H: 3.40 1.27 -0.01  0.397
H: 0.01 -2.12 -0.05  0.250
H: -2.26 -1.90 -0.29  0.213
H: -2.18 -1.08 1.34  0.177
H: -3.57 0.04 -0.28  0.379
H: 0.12 2.30 -0.11  0.207


b) # C5H8N4

One molecule with the formula C5H8N4 (wB97M-V/def2-TZVPD, the Open Molecules 2025 dataset).

As for the LUMO energy: 0.973 eV. The value obtained for the HOMO-LUMO gap is 9.11 eV. As for the SMILES: Nc1n[nH]c2c1[C@@H](N)C2. The charge is 0.

Each line ends with the natural charge from an NBO analysis.
CARTESIAN COORDINATES (ANGSTROEM)
N: 1.52 0.04 2.44  -0.802
C: 0.46 -0.15 1.63  0.329
N: -0.57 -0.76 2.19  -0.343
N: -1.56 -0.85 1.21  -0.364
C: -1.12 -0.23 0.10  0.176
C: 0.19 0.16 0.25  -0.237
C: 0.18 0.80 -1.14  -0.011
N: 1.29 0.44 -2.01  -0.816
C: -1.24 0.15 -1.40  -0.434
H: 1.55 -0.58 3.21  0.389
H: 2.46 0.15 2.00  0.385
H: -2.49 -1.04 1.51  0.405
H: 0.13 1.87 -1.07  0.194
H: 1.05 0.56 -3.04  0.351
H: 1.38 -0.57 -1.95  0.348
H: -1.13 -0.71 -2.10  0.211
H: -2.10 0.71 -1.84  0.219


c) # C5H8N4

One molecule with the formula C5H8N4 (wB97M-V/def2-TZVPD, the Open Molecules 2025 dataset).

As for the LUMO energy: 0.801 eV. The value obtained for the HOMO-LUMO gap is 10.12 eV. As for the SMILES: [H]/N=C(\N)N(C)/C(C#C)=N/[H]. The charge is 0.

Each line ends with the natural charge from an NBO analysis.
CARTESIAN COORDINATES (ANGSTROEM)
H: 0.51 -2.32 1.06  0.329
N: -0.01 -1.45 0.98  -0.717
C: 0.71 -0.73 0.19  0.582
N: 1.95 -0.97 -0.33  -0.822
N: 0.29 0.52 -0.30  -0.471
C: 1.23 1.55 -0.05  -0.428
C: -1.13 0.71 0.00  0.390
C: -2.00 -0.34 -0.43  -0.098
C: -2.72 -1.31 -0.40  -0.134
N: -1.54 1.83 0.37  -0.633
H: -2.53 1.79 0.62  0.360
H: 2.01 -0.74 -1.34  0.384
H: 2.20 -1.92 -0.28  0.374
H: 0.64 2.47 -0.18  0.240
H: 2.09 1.46 -0.66  0.210
H: 1.48 1.69 1.04  0.195
H: -3.20 -2.27 -0.30  0.239


d) # C5H8N4

One molecule with the formula C5H8N4 (wB97M-V/def2-TZVPD, the Open Molecules 2025 dataset).

As for the LUMO energy: 0.412 eV. The value obtained for the HOMO-LUMO gap is 10.60 eV. As for the SMILES: CC(C)[C@]12[C@@H]3N1N=NN32. The charge is 0.

Each line ends with the natural charge from an NBO analysis.
CARTESIAN COORDINATES (ANGSTROEM)
C: 1.46 -0.69 -1.03  -0.592
C: 0.24 -0.81 -0.12  -0.268
C: 0.63 -0.98 1.35  -0.592
C: -0.65 0.38 -0.27  0.230
C: -0.76 1.64 -0.84  0.068
N: -2.06 0.46 -0.57  -0.296
N: -2.67 0.98 0.50  0.008
N: -1.96 1.73 1.15  -0.022
N: -0.67 1.73 0.54  -0.303
H: 1.99 0.24 -0.83  0.209
H: 1.16 -0.70 -2.07  0.214
H: 2.14 -1.52 -0.85  0.217
H: -0.37 -1.66 -0.43  0.237
H: 0.95 -2.01 1.54  0.214
H: -0.21 -0.76 2.01  0.221
H: 1.45 -0.31 1.61  0.215
H: -0.68 2.28 -1.68  0.241


Short version: b) is the most stable of them.


a) # C5H8N4

A 2-piece molecular cluster, C5H8N4 overall (wB97M-V/def2-TZVPD, the Open Molecules 2025 dataset).

As for the LUMO energy: -0.379 eV. The value obtained for the HOMO-LUMO gap is 7.18 eV. As for the SMILES: [H]/N=C\C#N.N/C=C1\CN1. The charge is 0.

Each line ends with the natural charge from an NBO analysis.
CARTESIAN COORDINATES (ANGSTROEM)
H: 1.44 2.35 -2.15  0.343
N: 0.47 2.28 -1.95  -0.502
C: -0.10 1.39 -2.68  0.016
C: 0.57 0.49 -3.66  0.189
N: 1.04 -0.23 -4.40  -0.256
H: -1.12 1.16 -2.43  0.212
N: -1.22 -1.65 0.12  -0.837
C: -0.11 -0.79 0.43  -0.065
C: 0.23 -0.54 1.67  0.057
C: 0.10 -0.56 3.12  -0.261
N: 1.04 0.27 2.41  -0.589
H: -1.47 -1.80 -0.84  0.378
H: -1.89 -1.78 0.79  0.374
H: 0.29 -0.29 -0.38  0.188
H: -0.78 -0.16 3.69  0.195
H: 0.56 -1.44 3.79  0.189
H: 0.94 1.29 2.48  0.370


b) # C5H8N4

C5H8N4 as an isolated structure (wB97M-V/def2-TZVPD, the Open Molecules 2025 dataset).

As for the LUMO energy: 0.966 eV. The value obtained for the HOMO-LUMO gap is 10.63 eV. The charge is 0.

Each line ends with the natural charge from an NBO analysis.
CARTESIAN COORDINATES (ANGSTROEM)
C: -2.41 0.72 1.12  0.082
C: 1.46 0.91 1.41  -0.415
C: 1.77 0.26 0.33  -0.119
C: 0.58 -0.88 -1.79  -0.638
C: 0.31 -0.86 -0.31  -0.045
N: -2.70 0.84 -0.20  -0.257
N: -1.36 -0.06 1.23  -0.256
N: -1.75 0.24 -0.85  -0.062
N: -0.89 -0.24 0.05  -0.032
H: -2.98 0.97 2.05  0.222
H: 2.20 1.49 1.82  0.196
H: 0.47 1.28 1.61  0.220
H: 2.67 -0.01 -0.15  0.196
H: -0.31 -1.18 -2.35  0.236
H: 1.51 -1.53 -1.89  0.215
H: 0.94 -0.01 -2.26  0.222
H: 0.48 -1.93 0.16  0.234


Short version: a) is the most stable of them.


a) # H16O8

A 8-piece molecular cluster, H16O8 overall (wB97M-V/def2-TZVPD, the Open Molecules 2025 dataset).

As for the LUMO energy: -0.423 eV. The value obtained for the HOMO-LUMO gap is 10.07 eV. As for the SMILES: O.O.O.O.O.O.O.O. The charge is 0.

Each line ends with the natural charge from an NBO analysis.
CARTESIAN COORDINATES (ANGSTROEM)
O: -0.24 0.17 -0.48  -0.913
H: 0.58 0.36 -0.05  0.456
H: -0.63 -0.52 0.15  0.447
O: -2.78 0.50 3.93  -0.943
H: -3.03 -0.10 4.62  0.469
H: -1.89 0.86 4.18  0.474
O: 2.08 -2.10 3.75  -0.915
H: 1.91 -1.31 3.23  0.456
H: 2.95 -1.96 3.92  0.458
O: 0.83 0.30 -4.23  -0.938
H: 0.38 0.21 -3.37  0.475
H: 0.35 1.00 -4.63  0.463
O: 0.98 -3.76 0.00  -0.938
H: 0.33 -3.23 0.41  0.464
H: 1.76 -3.81 0.60  0.474
O: -0.15 1.98 -1.45  -0.937
H: -0.88 2.65 -1.20  0.481
H: 0.69 2.42 -1.42  0.465
O: -2.21 -0.32 -5.19  -0.943
H: -2.17 -1.25 -4.94  0.474
H: -2.03 0.20 -4.38  0.468
O: 1.26 3.02 3.29  -0.942
H: 1.64 3.88 3.17  0.474
H: 1.80 2.36 2.76  0.469


b) # H16O8

H16O8 as an isolated structure (wB97M-V/def2-TZVPD, the Open Molecules 2025 dataset).

As for the LUMO energy: -1.174 eV. The value obtained for the HOMO-LUMO gap is 8.04 eV. The charge is 0.

Each line ends with the natural charge from an NBO analysis.
CARTESIAN COORDINATES (ANGSTROEM)
O: -1.58 -1.55 1.13  -1.009
H: -2.22 -0.89 1.39  0.431
H: -0.89 -1.06 0.69  0.428
O: -0.41 -0.38 -0.07  -0.904
H: 0.36 -0.30 0.50  0.469
H: -0.64 0.53 -0.29  0.495
O: 0.34 -0.53 2.38  -0.857
H: -0.01 0.31 2.69  0.496
H: 1.00 -0.76 3.03  0.491
O: -0.87 -1.51 -2.15  -0.972
H: 0.09 -1.42 -2.12  0.469
H: -1.17 -1.19 -1.30  0.481
O: -0.07 1.87 -0.87  -0.812
H: 0.22 2.41 -0.14  0.503
H: 0.74 1.60 -1.31  0.523
O: 1.71 0.05 0.77  -0.898
H: 1.38 -0.24 1.62  0.471
H: 2.26 0.80 0.97  0.503
O: 1.63 -1.31 -0.71  -0.994
H: 1.56 -0.74 0.06  0.406
H: 0.99 -2.00 -0.55  0.452
O: -1.82 2.08 -1.74  -1.019
H: -0.97 1.91 -1.34  0.406
H: -1.63 2.33 -2.64  0.442


Short version: a) is the most stable of them.


a) # H16O8

A 8-piece molecular cluster, H16O8 overall (wB97M-V/def2-TZVPD, the Open Molecules 2025 dataset).

As for the LUMO energy: -0.216 eV. The value obtained for the HOMO-LUMO gap is 9.89 eV. As for the SMILES: O.O.O.O.O.O.O.O. The charge is 0.

Each line ends with the natural charge from an NBO analysis.
CARTESIAN COORDINATES (ANGSTROEM)
O: 2.09 2.57 -0.54  -0.952
H: 1.31 2.72 -0.01  0.473
H: 2.76 3.15 -0.15  0.469
O: 0.26 -0.31 -0.70  -0.977
H: -0.61 -0.24 -0.31  0.496
H: 0.86 -0.24 0.04  0.488
O: -1.94 -0.33 0.81  -0.951
H: -2.50 -1.07 1.02  0.486
H: -2.14 0.33 1.47  0.487
O: 0.88 -0.72 -3.17  -0.967
H: 0.77 -0.68 -2.23  0.493
H: 0.26 -1.39 -3.46  0.445
O: 0.61 -2.68 1.25  -0.964
H: 0.06 -2.72 0.47  0.487
H: 0.01 -2.44 1.95  0.455
O: -0.97 -3.16 -0.79  -0.946
H: -1.57 -2.95 -1.50  0.486
H: -1.11 -4.09 -0.62  0.483
O: 1.25 2.01 2.30  -0.963
H: 1.72 1.54 1.61  0.468
H: 0.45 2.33 1.86  0.477
O: -0.53 2.70 0.48  -0.969
H: -1.24 3.32 0.63  0.490
H: -0.69 2.36 -0.41  0.507


b) # H16O8

A 8-piece molecular cluster, H16O8 overall (wB97M-V/def2-TZVPD, the Open Molecules 2025 dataset).

As for the LUMO energy: 0.022 eV. The value obtained for the HOMO-LUMO gap is 10.34 eV. As for the SMILES: O.O.O.O.O.O.O.O. The charge is 0.

Each line ends with the natural charge from an NBO analysis.
CARTESIAN COORDINATES (ANGSTROEM)
O: 18.59 -3.00 -14.72  -0.968
H: 18.23 -2.67 -15.54  0.461
H: 17.83 -3.35 -14.23  0.494
O: 14.13 -3.95 -14.93  -0.952
H: 14.83 -3.75 -14.30  0.478
H: 14.58 -4.48 -15.60  0.472
O: 15.26 -2.75 -9.36  -0.959
H: 15.04 -3.48 -9.95  0.482
H: 14.64 -2.82 -8.63  0.465
O: 14.34 -4.52 -11.49  -0.969
H: 13.57 -3.98 -11.71  0.501
H: 13.99 -5.37 -11.20  0.493
O: 17.35 -6.79 -14.80  -0.959
H: 17.10 -7.71 -14.89  0.462
H: 18.01 -6.78 -14.08  0.487
O: 16.73 -4.25 -13.03  -0.984
H: 17.11 -5.12 -12.88  0.488
H: 15.95 -4.21 -12.46  0.495
O: 19.24 -6.14 -12.78  -0.965
H: 20.16 -6.35 -13.00  0.489
H: 19.28 -5.69 -11.94  0.488
O: 15.63 -0.98 -13.05  -0.942
H: 16.07 -0.15 -12.86  0.471
H: 15.92 -1.57 -12.34  0.471


Short version: b) is the most stable of them.